# 1
This record from the OMol25 dataset describes a structure of composition C46H41BN8O2RhS. The level of theory is wB97M-V/def2-TZVPD.

Geometry (Å):
Rh 0.11095 0.37644 -0.10717
C 0.74005 -4.97371 -0.19811
C -0.19582 -3.81852 -0.26292
C -1.45425 -3.76677 -0.82489
C -1.90982 -2.45379 -0.63903
N -0.94945 -1.74891 -0.01638
N 0.07348 -2.59606 0.23235
B 1.24373 -2.18312 1.15490
N 2.34504 -1.48584 0.34291
N 2.11296 -0.21567 -0.01404
C 3.20288 0.25417 -0.64738
C 4.14415 -0.77605 -0.69715
C 3.56301 -1.86584 -0.07114
C 4.11777 -3.23320 0.11225
C 3.35415 1.64972 -1.07188
C 2.37420 2.61024 -0.80867
C 2.55153 3.93875 -1.14305
C 3.73054 4.34063 -1.75412
C 4.70718 3.40001 -2.04126
C 4.52437 2.06973 -1.70399
N 0.69728 -1.14706 2.18411
N 0.13938 0.05142 1.84679
C -0.30079 0.64259 2.98108
C 0.01572 -0.20149 4.05459
C 0.64199 -1.30755 3.51363
C 1.21250 -2.46696 4.25182
C -0.90543 1.94786 3.07930
C -1.45241 2.36236 4.27887
C -1.90006 3.66167 4.47968
C -1.70099 4.64254 3.47295
C -1.22051 4.29124 2.26402
C -0.97250 2.86124 1.88733
C -3.24853 -1.94551 -0.95540
C -4.20759 -2.77047 -1.54378
C -5.46320 -2.27748 -1.85928
C -5.79032 -0.95526 -1.59372
C -4.85827 -0.13627 -0.97280
C -3.60958 -0.63750 -0.64775
H 0.23321 -5.87550 -0.53270
H 1.11368 -5.13155 0.81355
H 1.59567 -4.79996 -0.85102
H -1.97932 -4.58467 -1.28744
H 1.67079 -3.12372 1.74088
H 5.12255 -0.74840 -1.14358
H 5.18730 -3.23026 -0.08204
H 3.65022 -3.92115 -0.59256
H 3.93860 -3.60681 1.11997
H 1.45846 2.30323 -0.31111
H 1.78164 4.66633 -0.91840
H 3.88489 5.38196 -2.00267
H 5.62214 3.70707 -2.53012
H 5.29666 1.34846 -1.93488
H -0.16222 -0.03231 5.10140
H 1.09626 -2.30034 5.31976
H 2.27370 -2.58310 4.03221
H 0.71147 -3.39725 3.98447
H -1.51072 1.66183 5.10141
H -2.34391 3.94036 5.42470
H -1.92145 5.67977 3.69006
H -1.04419 5.03358 1.49591
H -0.03086 2.80686 1.32787
H -3.97663 -3.80686 -1.75266
H -6.19603 -2.93180 -2.31383
H -6.76753 -0.57296 -1.85713
H -5.10911 0.89068 -0.73387
H -2.88834 -0.02585 -0.13810
C -3.24965 -4.22438 -5.96395
C -2.32471 -3.24392 -5.29989
C -0.94190 -3.38740 -5.42324
C -0.08599 -2.50234 -4.79830
C -0.61411 -1.45777 -4.04566
C -1.97817 -1.27639 -3.93209
C -2.82463 -2.17468 -4.56582
S 0.65219 -0.56479 -3.16859
O 1.33863 -1.56062 -2.40094
O 1.40865 0.22946 -4.09213
N -0.09028 0.46564 -2.07270
C -0.93616 1.45903 -2.53222
C -1.11514 1.84626 -3.84968
C -2.01289 2.86955 -4.16070
C -2.73228 3.52082 -3.17336
C -2.56291 3.17778 -1.83959
C -3.27404 3.81202 -0.75982
C -3.06402 3.42371 0.49805
C -2.10185 2.33969 0.87066
N -1.46992 1.67835 -0.25336
C -1.66730 2.12606 -1.49815
H -2.76832 -5.19342 -6.08545
H -3.52749 -3.86783 -6.95820
H -4.16814 -4.35240 -5.39222
H -0.53518 -4.20681 -6.00236
H 0.98912 -2.60529 -4.86979
H -2.38511 -0.44976 -3.36336
H -3.89558 -2.04730 -4.47085
H -0.52760 1.37671 -4.62440
H -2.14041 3.16344 -5.19365
H -3.43291 4.30442 -3.43042
H -3.97661 4.60262 -0.99175
H -3.59911 3.87879 1.31945
H -2.66374 1.57882 1.43253

Computed properties:
Electronic energy (eV): -78898.4362
Total charge: +1
HOMO-LUMO gap (alpha / beta) (eV): 7.286 / 4.940
Multiplicity: 5


# 2
This record from the OMol25 dataset describes a structure of composition C26H47CuO2Si2. The level of theory is wB97M-V/def2-TZVPD.

Geometry (Å):
O 3.26514 -0.07621 -2.37310
C 4.16263 -0.82306 -1.48246
C 5.11805 -1.24229 -2.58183
H 3.63167 -1.67389 -1.04011
H 4.58412 -0.14054 -0.73240
C 4.17781 -0.43042 -3.49544
H 5.11866 -2.32256 -2.76985
H 6.11644 -0.82033 -2.45952
C 3.49628 -1.26791 -4.55338
H 3.01810 -2.15608 -4.11759
H 4.23998 -1.61586 -5.28300
H 2.76972 -0.67505 -5.11771
C 4.82477 0.82151 -4.06404
H 5.26519 1.43488 -3.26887
H 4.07861 1.42442 -4.59722
H 5.62235 0.54706 -4.76919
Cu 1.51031 0.78469 -1.91699
C 0.00598 3.07718 -0.69686
C 0.15314 2.08502 0.30173
C 1.47098 1.53509 0.19207
H -0.59245 1.81718 1.05381
C 2.19425 2.30618 -0.81452
C 1.22277 3.18503 -1.41762
H 1.41392 3.83650 -2.26590
H -0.86737 3.71301 -0.82798
H 1.94008 0.85734 0.90369
H 3.27531 2.34506 -0.92853
C -1.24158 0.97395 -2.71389
C -0.30426 1.37320 -3.69322
C 0.70715 0.37134 -3.78757
H -0.33869 2.26655 -4.31331
C 0.38911 -0.66656 -2.80773
C -0.80346 -0.24392 -2.13084
H -1.30130 -0.80347 -1.34290
H -2.17451 1.48707 -2.48401
H 1.42854 0.29622 -4.59859
H 0.86937 -1.64549 -2.71909
O 2.40201 -4.12775 1.10794
C 1.86282 -2.97895 0.40948
C 2.18914 -1.69396 1.19675
H 0.76575 -3.10864 0.29845
H 2.28042 -2.99686 -0.61635
C 2.93708 -2.15579 2.45991
H 1.25681 -1.19171 1.45210
H 2.80673 -1.01582 0.60614
C 2.88978 -3.69721 2.40047
H 2.46401 -1.78150 3.37531
H 3.97663 -1.80311 2.43556
H 2.19773 -4.07728 3.17882
H 3.88196 -4.14809 2.57827
C -4.33698 3.17350 2.90733
Si -5.00588 1.71480 1.90358
C -6.47267 0.98791 2.85505
C -5.70568 2.31935 0.26126
C -3.69417 0.45573 1.54962
Si -2.76958 -0.65565 2.70215
C -3.80267 -2.10449 3.31746
C -1.30134 -1.32158 1.72556
C -2.13971 0.22295 4.25496
H -5.15867 3.86331 3.15197
H -3.58473 3.73452 2.33429
H -3.86869 2.86442 3.85197
H -7.40996 1.39259 2.44451
H -6.50095 -0.10537 2.75185
H -6.44230 1.22861 3.92684
H -5.32232 3.31040 -0.01647
H -5.44335 1.61838 -0.54121
H -6.80229 2.38577 0.30880
H -3.56809 0.16118 0.48331
H -3.58316 -3.01484 2.74264
H -3.59409 -2.31737 4.37628
H -4.87448 -1.89049 3.21453
H -0.49184 -0.58047 1.72170
H -0.91190 -2.25182 2.16639
H -1.56148 -1.53355 0.67909
H -1.11134 0.58710 4.12042
H -2.76544 1.07939 4.53782
H -2.13393 -0.48248 5.09941

Computed properties:
Electronic energy (eV): -92211.3868
Total charge: -1
HOMO-LUMO gap (alpha / beta) (eV): 4.065 / 3.161
Relative energy (zero: lowest compared OMol25 entry of this formula, charge and spin) (eV): 0.000
Multiplicity: 2


# 3
This record from the OMol25 dataset describes a cluster of 9 separate species, C27H63N9O9 in total. The level of theory is wB97M-V/def2-TZVPD.

Geometry (Å):
C 18.78000 8.80800 15.93800
C 19.67700 10.06000 16.09900
O 20.48700 10.31300 15.20300
N 19.64000 10.73500 17.21200
C 20.17100 12.01600 17.41200
H 18.11000 8.87200 16.79900
H 19.33500 7.77600 15.74200
H 18.07400 9.12800 14.99800
H 18.95300 10.47200 17.91100
H 21.29800 11.92700 17.29800
H 19.89000 12.48500 18.31300
H 19.84600 12.68700 16.55300
C 10.49900 10.50500 11.07000
C 11.58800 11.40300 10.74700
O 11.72200 11.90800 9.60000
N 12.57500 11.56000 11.58900
C 13.79900 12.35200 11.34400
H 9.65800 10.73400 10.50800
H 10.05800 10.71700 12.08000
H 10.74500 9.43000 10.98700
H 12.54100 10.97800 12.33500
H 14.17800 12.18300 10.36400
H 14.68400 11.96400 12.00700
H 13.51300 13.39000 11.51700
C 17.28800 12.43300 14.78500
C 15.82000 12.48200 14.89800
O 15.23900 11.50300 14.97800
N 15.16100 13.54500 14.73100
C 13.74500 13.85800 14.63800
H 17.75400 11.71200 15.35500
H 17.62000 13.37100 14.99400
H 17.76500 12.38300 13.65600
H 15.80200 14.26700 14.26800
H 13.51500 14.93400 14.64300
H 13.06800 13.20600 15.39900
H 13.39600 13.64400 13.55100
C 13.61300 8.89900 13.72100
C 12.38400 9.50200 14.22100
O 11.25600 9.07700 13.84300
N 12.53000 10.60200 15.00400
C 11.44400 11.32800 15.67900
H 13.91600 9.01400 12.68600
H 13.36500 7.84300 13.61800
H 14.57500 8.97100 14.39400
H 13.26400 11.13900 14.88600
H 10.77400 10.70700 16.28200
H 10.90700 11.96500 15.02300
H 11.80500 11.74400 16.58000
C 11.73000 7.59600 17.43100
C 12.92100 8.32600 17.96800
O 13.45600 8.04000 18.98600
N 13.42000 9.28800 17.24300
C 14.54300 10.14600 17.69800
H 11.77300 7.72400 16.39700
H 10.78300 7.94100 17.83400
H 11.83800 6.59100 17.89600
H 12.89800 9.78800 16.41300
H 14.60900 11.22500 17.36000
H 15.54700 9.84200 17.47000
H 14.44900 10.34200 18.74000
C 16.79100 13.26300 18.34200
C 15.50300 13.95600 18.67700
O 15.18000 14.11100 19.79300
N 14.73800 14.36500 17.64200
C 13.49200 14.98800 17.75700
H 16.62100 12.32500 17.81400
H 17.23400 12.82600 19.31900
H 17.40400 13.65500 17.76600
H 15.12400 14.02700 16.74000
H 13.40000 15.93400 18.49800
H 12.78800 14.33800 18.07700
H 13.16800 15.47100 16.75700
C 23.46500 10.70400 13.52800
C 22.75500 12.15500 13.08800
O 23.20600 12.90100 12.18600
N 21.68600 12.40400 13.81400
C 20.84600 13.56300 13.54700
H 23.25200 10.56400 14.66000
H 24.60800 10.87300 13.38800
H 23.39000 10.12300 12.70600
H 21.31400 11.61800 14.26600
H 21.28200 14.55200 13.61200
H 19.91400 13.56800 14.22100
H 20.39600 13.48900 12.58900
C 16.86600 14.41900 11.28300
C 17.28000 15.14000 12.53100
O 18.42100 15.29200 12.85900
N 16.31400 15.66300 13.28100
C 16.56400 16.38600 14.49200
H 17.22500 14.66000 10.37700
H 15.85400 14.58300 11.37700
H 17.06700 13.38500 11.30900
H 15.43500 15.71100 12.89100
H 17.35300 16.25100 15.03700
H 15.96100 16.42100 15.24700
H 16.48500 17.50900 14.27000
C 14.09600 18.41800 11.96600
C 13.32300 17.14800 12.25500
O 13.87200 16.08700 12.10400
N 12.07900 17.13800 12.82700
C 11.39000 15.97000 13.04400
H 13.80500 18.94600 12.73700
H 14.02400 18.95700 10.93400
H 15.28500 18.29600 11.88800
H 11.79800 18.03300 13.12500
H 11.45700 15.65700 14.10500
H 11.73300 15.15400 12.43800
H 10.35500 16.07300 12.77600

Computed properties:
Electronic energy (eV): -60852.4999
HOMO-LUMO gap (eV): 8.482
Relative energy (zero: lowest compared OMol25 entry of this formula, charge and spin) (eV): 12.195


# 4
This record from the OMol25 dataset describes a structure of composition C27H40N3O2OsP3. The level of theory is wB97M-V/def2-TZVPD.

Geometry (Å):
P -4.21637 0.59094 1.35412
C -3.97263 -0.98084 2.27699
H -4.94778 -1.49080 2.32180
H -3.60863 -0.71361 3.28031
H -3.21685 -1.59685 1.75820
C -5.88252 1.09239 1.94200
H -6.33647 1.75688 1.18639
H -5.69186 1.65354 2.87544
H -6.48421 0.18310 2.11969
C -4.60359 -0.19270 -0.28068
H -5.39527 -0.95691 -0.15893
H -3.68994 -0.67161 -0.68890
H -4.93313 0.57893 -0.99044
P 1.00896 -0.88442 -3.94844
C 1.73383 -2.27211 -3.01533
H 2.36596 -2.90298 -3.65436
H 0.91263 -2.86628 -2.58927
H 2.33695 -1.87620 -2.18560
C 0.09624 -1.60816 -5.35528
H -0.28651 -0.80254 -5.99547
H -0.76944 -2.15484 -4.95391
H 0.70397 -2.29552 -5.95890
C 2.41154 0.05782 -4.63163
H 3.13977 -0.58207 -5.15047
H 2.90057 0.53369 -3.76891
H 2.07660 0.85380 -5.31009
P 2.30094 2.88977 0.96557
C 3.23846 2.29656 2.36477
H 3.96665 3.07152 2.65622
H 3.76682 1.37075 2.09193
H 2.55404 2.10076 3.20518
C 3.03372 4.30348 0.13145
H 3.85875 4.69759 0.74516
H 2.26813 5.08667 0.00697
H 3.41628 4.00476 -0.85608
C 0.62395 3.35890 1.40231
H 0.50234 4.42802 1.15353
H 0.44279 3.21711 2.48111
H -0.09404 2.75713 0.82940
Os -1.00020 1.22065 -2.42401
C -0.89100 -0.41263 -1.60855
O -0.90994 -1.47828 -1.06700
C 2.11917 1.57065 -0.32015
O 2.38692 0.64910 -0.98719
C -0.03294 2.72985 -3.41646
C -0.44866 3.16332 -2.16362
C -1.74909 2.91835 -1.70490
C -2.66202 2.33955 -2.60981
C -2.23022 1.89382 -3.88429
C -0.87982 2.02533 -4.26639
H 0.99250 2.91891 -3.71242
H 0.22603 3.69319 -1.48000
H -2.05011 3.10787 -0.67479
H -3.69870 2.22921 -2.27970
H -2.92910 1.33477 -4.49687
H -0.49846 1.51491 -5.17217
N 3.72354 -7.14152 5.32267
C 3.23272 -6.19717 4.83937
C 2.61732 -5.03706 4.25599
C 3.09947 -4.51513 3.04580
C 2.49958 -3.38560 2.47899
C 1.41911 -2.77456 3.13599
C 0.93577 -3.29125 4.34565
C 1.54165 -4.41926 4.90264
N 0.81195 -1.63799 2.57640
C -0.25140 -0.90358 3.10143
C -0.50138 0.10297 2.20941
N 0.36796 0.01781 1.15256
C 1.16039 -1.01252 1.39210
H 3.94566 -4.99065 2.54443
H 2.87291 -2.99538 1.52913
H 0.09087 -2.82338 4.84571
H 1.17312 -4.81899 5.84525
H -0.73561 -1.14042 4.03605
H -1.25766 0.87581 2.27147
H 1.97898 -1.36640 0.78142

Computed properties:
Electronic energy (eV): -67497.8550
Total charge: +4
HOMO-LUMO gap (alpha / beta) (eV): 2.745 / 2.812
Relative energy (zero: lowest compared OMol25 entry of this formula, charge and spin) (eV): 4.338
Multiplicity: 5